Record 1
Density functional theory data (ωB97M-V/def2-TZVPD) for the molecule C6H12O at a distorted geometry.

Cartesian coordinates (Å):
1 C -0.95 2.37 -0.15
2 O 0.03 1.49 0.36
3 C -0.46 0.19 0.49
4 C -1.09 -0.57 -0.70
5 C -0.03 -1.71 -0.57
6 C 0.60 -0.94 0.63
7 C 2.05 -0.53 0.44
8 H -1.90 2.32 0.40
9 H -1.16 2.16 -1.21
10 H -0.54 3.37 -0.07
11 H -1.21 0.16 1.29
12 H -2.03 -0.83 -0.24
13 H -1.26 -0.16 -1.70
14 H 0.66 -1.86 -1.41
15 H -0.45 -2.70 -0.34
16 H 0.48 -1.47 1.58
17 H 2.70 -1.41 0.49
18 H 2.21 -0.04 -0.52
19 H 2.35 0.17 1.23

Computed properties:
Charge ... 0
E_tot ... -8462.63877 eV
Orbital gap ... 10.55 eV
E_HOMO ... -9.45 eV
Structure (SMILES) ... CO[C@H]1CC[C@H]1C
Relative energy (zero: lowest compared OMol25 entry of this formula, charge and spin) ... 39.6 kcal/mol

=====

Record 2
Density functional theory data (ωB97M-V/def2-TZVPD) for a structure of composition C4H5NO2 at a distorted geometry.

Cartesian coordinates (Å):
1 C -1.10 1.48 -0.56
2 C -0.44 0.25 -0.13
3 C 0.55 -0.35 -1.01
4 C 0.81 -1.21 1.18
5 H -0.97 1.83 -1.66
6 H -2.01 1.81 -0.13
7 H 1.19 0.22 -1.54
8 H 0.13 -1.09 -1.70
9 H -0.39 0.33 2.27
10 N -0.44 -0.39 1.16
11 O 1.35 -1.21 -0.12
12 O 1.33 -1.67 2.24

Computed properties:
Charge ... 0
E_tot ... -9811.21173 eV
Orbital gap ... 9.08 eV
E_HOMO ... -9.02 eV
Relative energy (zero: lowest compared OMol25 entry of this formula, charge and spin) ... 71.6 kcal/mol

=====

Record 3
Density functional theory data (ωB97M-V/def2-TZVPD) for the molecule C15H17ClN2O5S at a distorted geometry.

Cartesian coordinates (Å):
1 C 3.40 -1.14 -5.61
2 O 3.09 -1.77 -4.40
3 C 2.44 -1.06 -3.44
4 C 2.04 0.27 -3.56
5 C 1.39 0.91 -2.52
6 C 1.09 0.23 -1.34
7 N 0.44 0.85 -0.26
8 C -0.57 1.87 -0.46
9 C -1.86 1.48 0.27
10 O -2.75 0.86 -0.29
11 N -1.92 1.90 1.54
12 C -3.05 1.58 2.39
13 C -2.86 0.29 3.12
14 C -3.16 -0.99 2.75
15 C -2.71 -1.82 3.81
16 C -2.17 -0.98 4.73
17 O -2.25 0.29 4.32
18 S 1.16 0.74 1.24
19 C 0.33 -0.64 2.07
20 O 2.54 0.42 1.09
21 O 0.82 1.95 1.96
22 C 1.48 -1.10 -1.21
23 C 2.15 -1.73 -2.24
24 Cl 2.63 -3.37 -2.07
25 H 3.91 -1.90 -6.21
26 H 2.50 -0.81 -6.14
27 H 4.07 -0.29 -5.46
28 H 2.25 0.82 -4.46
29 H 1.12 1.95 -2.63
30 H -0.80 1.92 -1.52
31 H -0.21 2.84 -0.10
32 H -1.06 2.23 1.97
33 H -3.93 1.50 1.74
34 H -3.18 2.39 3.11
35 H -3.65 -1.30 1.85
36 H -2.79 -2.89 3.88
37 H -1.72 -1.16 5.69
38 H 0.19 -0.37 3.10
39 H -0.63 -0.81 1.59
40 H 0.96 -1.52 1.99
41 H 1.27 -1.64 -0.31

Computed properties:
Charge ... 0
E_tot ... -52405.20044 eV
Orbital gap ... 9.02 eV
E_HOMO ... -8.36 eV
Structure (SMILES) ... COc1ccc(N(CC(=O)NCc2ccco2)S(C)(=O)=O)cc1Cl

=====

Record 4
Density functional theory data (ωB97M-V/def2-TZVPD) for the molecule C26H56N10.

Cartesian coordinates (Å):
1 C -7.19 -1.63 1.49
2 C -6.11 -0.81 0.79
3 C -4.73 -1.47 0.84
4 C -4.66 -2.79 0.06
5 H -5.26 -3.54 0.58
6 C -3.22 -3.31 -0.07
7 C -2.45 -2.52 -1.14
8 N -1.07 -2.42 -0.77
9 C -0.30 -1.53 -1.27
10 N 1.02 -1.44 -0.85
11 C 1.73 -2.33 -0.07
12 N 3.01 -2.20 -0.13
13 C 3.88 -3.04 0.67
14 C 4.06 -2.57 2.12
15 H 3.07 -2.49 2.59
16 H 4.62 -3.35 2.64
17 C 4.80 -1.24 2.26
18 H 5.59 -1.19 1.51
19 C 3.87 -0.03 2.14
20 H 3.16 -0.06 2.97
21 C 4.61 1.31 2.18
22 H 3.90 2.10 2.42
23 H 5.38 1.29 2.96
24 C 5.28 1.69 0.84
25 N 4.27 1.92 -0.15
26 C 3.88 1.01 -0.96
27 N 4.48 -0.19 -1.28
28 H 5.37 -0.31 -0.81
29 H 3.89 -1.02 -1.11
30 N 2.72 1.21 -1.70
31 C 1.74 2.17 -1.48
32 N 0.57 1.89 -1.93
33 C -0.49 2.86 -1.85
34 H -0.13 3.85 -2.18
35 C -1.17 3.02 -0.47
36 C -2.29 4.06 -0.59
37 C -2.72 4.65 0.75
38 C -3.86 5.64 0.60
39 C -4.28 6.23 1.94
40 H -4.61 5.45 2.62
41 H -5.10 6.94 1.81
42 H -3.45 6.75 2.41
43 H -3.55 6.45 -0.07
44 H -4.72 5.14 0.14
45 H -1.86 5.15 1.21
46 H -3.03 3.84 1.42
47 H -3.15 3.60 -1.08
48 H -1.95 4.88 -1.23
49 C -1.70 1.69 0.06
50 C -0.69 0.96 0.95
51 H -1.07 -0.02 1.23
52 H -0.51 1.53 1.86
53 H 0.25 0.82 0.43
54 H -2.61 1.86 0.64
55 H -1.97 1.05 -0.78
56 H -0.43 3.40 0.24
57 H -1.26 2.54 -2.57
58 N 2.16 3.30 -0.87
59 H 1.47 3.90 -0.46
60 H 3.07 3.18 -0.41
61 H 2.54 0.55 -2.43
62 H 6.02 0.93 0.57
63 H 5.82 2.64 0.98
64 H 3.29 -0.10 1.22
65 H 5.28 -1.20 3.24
66 H 4.86 -3.02 0.17
67 H 3.53 -4.08 0.68
68 N 1.00 -3.18 0.69
69 H 1.45 -4.01 1.03
70 H 0.02 -3.22 0.38
71 H 1.57 -0.74 -1.30
72 N -0.58 -0.65 -2.28
73 H -1.55 -0.58 -2.53
74 H -0.09 0.26 -2.26
75 H -2.90 -1.52 -1.24
76 H -2.56 -3.01 -2.12
77 C -3.23 -4.81 -0.39
78 C -1.84 -5.43 -0.37
79 H -1.19 -4.93 -1.08
80 H -1.40 -5.34 0.62
81 H -1.89 -6.49 -0.63
82 H -3.69 -4.97 -1.37
83 H -3.85 -5.33 0.35
84 H -2.71 -3.16 0.88
85 H -5.09 -2.65 -0.93
86 H -4.46 -1.67 1.89
87 H -4.00 -0.77 0.44
88 H -6.04 0.16 1.27
89 H -6.39 -0.65 -0.25
90 H -6.91 -1.84 2.52
91 H -7.36 -2.58 0.98
92 H -8.13 -1.08 1.50

Computed properties:
Charge ... 0
E_tot ... -42774.64348 eV
Orbital gap ... 9.12 eV
E_HOMO ... -8.28 eV
Relative energy (zero: lowest compared OMol25 entry of this formula, charge and spin) ... 7.8 kcal/mol

=====

Record 5
Density functional theory data (ωB97M-V/def2-TZVPD) for the molecule C4H7NO2 at a distorted geometry.

Cartesian coordinates (Å):
1 C -1.27 -1.13 -0.27
2 C -0.44 0.13 -0.24
3 N -0.70 1.20 0.41
4 O -1.92 1.20 1.02
5 C 0.87 0.25 -0.90
6 C 2.16 0.27 0.18
7 O 1.88 -1.03 0.23
8 H -2.34 -0.94 -0.26
9 H -1.02 -1.77 -1.13
10 H -1.02 -1.71 0.63
11 H -1.93 2.06 1.45
12 H 0.69 0.04 -2.00
13 H 3.19 0.52 -0.16
14 H 1.85 0.89 1.03

Computed properties:
Charge ... 0
E_tot ... -9841.30796 eV
Orbital gap (spin up / spin down) ... 9.50 / 9.50 eV
E_HOMO (spin up / spin down) ... -9.65 / -9.65 eV
Relative energy (zero: lowest compared OMol25 entry of this formula, charge and spin) ... 137.7 kcal/mol

=====

Record 6
Density functional theory data (ωB97M-V/def2-TZVPD) for the molecule C10H10N2 at a distorted geometry.

Cartesian coordinates (Å):
1 C -0.52 2.81 -0.04
2 C -0.60 1.33 -0.02
3 C -1.83 0.72 -0.08
4 C -1.96 -0.67 -0.01
5 N -3.26 -1.35 0.07
6 N -0.89 -1.45 0.00
7 C 0.35 -0.89 0.01
8 C 1.52 -1.75 -0.01
9 C 2.76 -1.19 -0.08
10 C 2.94 0.20 0.05
11 C 1.84 1.05 0.12
12 C 0.53 0.48 0.03
13 H -1.53 3.18 -0.15
14 H 0.01 3.21 -0.90
15 H -0.13 3.32 0.88
16 H -2.76 1.28 -0.16
17 H -3.85 -1.05 -0.74
18 H -3.74 -0.97 0.89
19 H 1.40 -2.81 -0.17
20 H 3.59 -1.88 -0.21
21 H 3.92 0.66 0.07
22 H 1.92 2.16 0.14

Computed properties:
Charge ... 0
E_tot ... -13512.50010 eV
Orbital gap ... 8.90 eV
E_HOMO ... -8.58 eV
Structure (SMILES) ... Cc1cc(N)nc2ccccc12
Relative energy (zero: lowest compared OMol25 entry of this formula, charge and spin) ... 13.7 kcal/mol

=====

Record 7
Density functional theory data (ωB97M-V/def2-TZVPD) for a cluster of 6 separate species, C28H43F3O20S2 in total at a distorted geometry.

Cartesian coordinates (Å):
1 C 3.58 -0.85 2.65
2 C 2.83 -0.73 1.33
3 C 3.20 -1.88 0.39
4 C 3.12 0.56 0.54
5 C 3.17 1.87 1.33
6 C 3.81 2.94 0.38
7 C 1.80 2.45 1.71
8 O 0.84 1.44 2.07
9 C -0.44 1.89 2.25
10 O -0.55 3.20 2.84
11 S -1.00 4.32 1.76
12 O -2.18 5.00 2.10
13 O 0.09 5.19 1.55
14 O -1.25 3.31 0.57
15 C -1.41 1.92 1.05
16 C -2.88 1.91 1.59
17 C -3.68 0.62 1.37
18 C -4.28 0.41 -0.03
19 S -5.00 1.91 -0.78
20 C -1.06 1.13 -0.19
21 F -1.21 -0.16 0.01
22 F -1.74 1.51 -1.22
23 F 0.20 1.30 -0.52
24 H 3.43 0.00 3.31
25 H 4.64 -1.03 2.46
26 H 3.16 -1.70 3.19
27 H 1.76 -0.81 1.54
28 H 3.01 -2.83 0.89
29 H 4.23 -1.81 0.06
30 H 2.58 -1.86 -0.51
31 H 4.12 0.43 0.14
32 H 2.44 0.61 -0.31
33 H 3.80 1.84 2.20
34 H 3.28 3.88 0.53
35 H 3.64 2.62 -0.65
36 H 4.87 3.07 0.58
37 H 1.97 3.17 2.51
38 H 1.40 2.99 0.85
39 H -0.84 1.25 3.04
40 H -2.80 2.02 2.67
41 H -3.37 2.80 1.23
42 H -4.50 0.57 2.08
43 H -3.07 -0.26 1.59
44 H -3.59 -0.06 -0.73
45 H -5.10 -0.31 0.08
46 H -4.50 1.88 -2.03
47 O 5.24 -1.66 -2.04
48 C 6.08 -0.82 -2.01
49 O 6.14 0.26 -2.84
50 C 7.14 1.15 -2.34
51 C 8.03 0.23 -1.54
52 O 7.12 -0.80 -1.13
53 H 7.66 1.64 -3.15
54 H 6.66 1.91 -1.72
55 H 8.82 -0.22 -2.14
56 H 8.47 0.72 -0.67
57 O -5.92 -2.64 0.45
58 C -6.98 -2.52 -0.09
59 O -7.69 -3.55 -0.61
60 C -8.99 -3.06 -0.96
61 C -8.74 -1.58 -1.13
62 O -7.64 -1.35 -0.25
63 H -9.36 -3.54 -1.86
64 H -9.68 -3.28 -0.14
65 H -8.44 -1.32 -2.14
66 H -9.60 -0.98 -0.84
67 O 1.64 -3.89 3.23
68 C 0.61 -3.75 2.64
69 O -0.11 -4.76 2.09
70 C -1.37 -4.23 1.69
71 C -1.07 -2.76 1.51
72 O 0.00 -2.55 2.43
73 H -1.72 -4.71 0.77
74 H -2.10 -4.42 2.48
75 H -0.72 -2.53 0.50
76 H -1.91 -2.13 1.75
77 O -7.27 -5.90 -4.71
78 C -6.65 -6.08 -3.72
79 O -6.97 -7.00 -2.77
80 C -5.87 -7.08 -1.85
81 C -5.20 -5.74 -2.02
82 O -5.52 -5.40 -3.37
83 H -6.23 -7.25 -0.84
84 H -5.23 -7.91 -2.14
85 H -5.62 -4.98 -1.36
86 H -4.13 -5.78 -1.88
87 O 7.19 4.03 -1.51
88 C 6.69 5.10 -1.49
89 O 7.16 6.18 -2.18
90 C 6.17 7.21 -2.10
91 C 5.42 6.84 -0.84
92 O 5.58 5.42 -0.79
93 H 6.64 8.19 -2.04
94 H 5.54 7.17 -2.99
95 H 5.86 7.28 0.06
96 H 4.37 7.11 -0.88

Computed properties:
Charge ... 0
E_tot ... -100505.72504 eV
Orbital gap ... 9.42 eV
E_HOMO ... -9.22 eV
Structure (SMILES) ... CC(C)C[C@@H](C)CO[C@H]1OS(=O)(=O)O[C@@]1(CCCS)C(F)(F)F.O=C1OCCO1.O=C1OCCO1.O=C1OCCO1.O=C1OCCO1.O=C1OCCO1

=====

Record 8
Density functional theory data (ωB97M-V/def2-TZVPD) for a cluster of 2 separate species, C3H9N3O in total at a distorted geometry.

Cartesian coordinates (Å):
1 C 1.75 0.43 -0.94
2 C 1.45 -0.38 0.06
3 N 0.90 0.00 1.27
4 N 0.39 1.31 1.33
5 H 2.24 0.06 -1.82
6 H 1.57 1.48 -0.88
7 H 1.65 -1.44 0.02
8 H 0.31 -0.72 1.70
9 H -0.50 1.41 0.82
10 H 0.24 1.57 2.30
11 C -1.92 -1.30 -0.14
12 N -1.28 -0.74 -1.06
13 O -1.54 0.61 -1.26
14 H -1.73 -2.35 0.01
15 H -2.66 -0.81 0.49
16 H -0.87 0.89 -1.90

Computed properties:
Charge ... 0
E_tot ... -9771.11238 eV
Orbital gap ... 8.88 eV
E_HOMO ... -7.98 eV
Structure (SMILES) ... C=CNN.C=NO
Relative energy (zero: lowest compared OMol25 entry of this formula, charge and spin) ... 102.1 kcal/mol

=====

Record 9
Density functional theory data (ωB97M-V/def2-TZVPD) for the ion C5H7N2S with charge +1 at a distorted geometry.

Cartesian coordinates (Å):
1 C 2.29 0.42 -0.22
2 C 1.66 1.58 -0.08
3 C 1.62 -0.90 -0.08
4 C 0.24 1.71 0.05
5 C -2.58 -1.07 -0.06
6 N 0.46 -1.21 -0.28
7 N -0.65 0.79 -0.14
8 S -2.22 0.73 -0.52
9 H 3.39 0.56 -0.39
10 H 2.35 2.41 -0.11
11 H 2.21 -1.89 -0.09
12 H -0.14 2.76 0.23
13 H -1.75 -1.56 0.58
14 H -2.79 -1.59 -1.02
15 H -3.47 -1.21 0.42

Computed properties:
Charge ... +1
E_tot ... -19101.91104 eV
Orbital gap (spin up / spin down) ... 6.48 / 8.27 eV
E_HOMO (spin up / spin down) ... -13.27 / -13.56 eV
Relative energy (zero: lowest compared OMol25 entry of this formula, charge and spin) ... 119.2 kcal/mol

=====

Record 10
Density functional theory data (ωB97M-V/def2-TZVPD) for the molecule C4H5NO at a distorted geometry.

Cartesian coordinates (Å):
1 C 0.88 0.40 1.32
2 C 0.27 -0.03 0.03
3 C -1.05 0.15 -0.03
4 O -1.48 -0.31 -1.26
5 C -0.32 -0.69 -1.87
6 N 0.75 -0.54 -1.16
7 H 0.05 1.05 1.76
8 H 1.88 0.81 1.16
9 H 0.92 -0.39 2.07
10 H -1.51 0.61 0.86
11 H -0.39 -1.07 -2.88

Computed properties:
Charge ... 0
E_tot ... -7765.30571 eV
Orbital gap ... 10.22 eV
E_HOMO ... -9.19 eV
Structure (SMILES) ... Cc1cocn1
Relative energy (zero: lowest compared OMol25 entry of this formula, charge and spin) ... 28.2 kcal/mol

=====

Record 11
Density functional theory data (ωB97M-V/def2-TZVPD) for a cluster of 3 separate species, CH2FO4S in total at a distorted geometry.

Cartesian coordinates (Å):
1 C 1.91 0.42 -0.08
2 O -1.25 -1.29 -1.31
3 O 2.13 0.88 -1.21
4 O -1.98 0.93 -0.89
5 O -0.48 -0.14 0.81
6 F -2.64 -1.00 2.10
7 S -1.37 -0.26 -0.33
8 H 1.77 -0.54 0.15
9 H 1.91 1.00 0.77

Computed properties:
Charge ... -1
E_tot ... -22810.39082 eV
Orbital gap ... 7.43 eV
E_HOMO ... -4.96 eV
Relative energy (zero: lowest compared OMol25 entry of this formula, charge and spin) ... 87.8 kcal/mol

=====

Record 12
Density functional theory data (ωB97M-V/def2-TZVPD) for the molecule C5H11N3O at a distorted geometry.

Cartesian coordinates (Å):
1 C 0.01 -3.80 -1.90
2 N -0.41 -2.91 -0.75
3 C 0.17 -1.73 -0.58
4 N -0.31 -0.83 0.45
5 N 0.06 0.45 0.27
6 C -0.66 1.57 -0.31
7 C -0.15 2.47 0.92
8 O 0.87 3.46 0.75
9 C 0.46 1.11 1.46
10 H -0.72 -3.75 -2.69
11 H -0.01 -4.85 -1.56
12 H 0.95 -3.50 -2.33
13 H 1.06 -1.19 -1.20
14 H -1.29 -0.99 0.49
15 H -1.86 1.53 -0.35
16 H -0.04 1.80 -1.27
17 H -1.26 2.74 1.37
18 H 0.15 4.31 0.44
19 H -0.01 0.61 2.42
20 H 1.61 0.97 1.45

Computed properties:
Charge ... 0
E_tot ... -11875.87709 eV
Orbital gap ... 9.15 eV
E_HOMO ... -8.68 eV
Structure (SMILES) ... C/N=C/NN1CC(O)C1
Relative energy (zero: lowest compared OMol25 entry of this formula, charge and spin) ... 135.9 kcal/mol

=====

- Look up the charge of the second one.
  0

=====

- Which formula does entry 8 have?
  C3H9N3O

=====

- Which value of E_tot does entry 8 give?
  -9771.11238 eV

=====

- What is the formula in the second record?
  C4H5NO2